Density functional theory data (ωB97M-V with the def2-TZVPD basis set) for C26H36LiNOSSi2 as an isolated structure at a distorted geometry.

## Properties
Electronic energy: -2127.11646 a.u.
Kohn-Sham gap: 7.48 eV
Energy above the lowest of the compared OMol25 structures with the same formula, charge and spin: 8.50 kcal per mole
Lowest unoccupied orbital energy: 0.39 eV
E_HOMO: -0.2604 hartree

Geometry (Å):
Li  -0.60638  -0.25712  0.80102
C  -0.82770  -0.49550  -2.63980
Si  -1.87959  0.95298  -1.93111
C  -3.13399  1.34537  -3.34917
C  -0.80352  2.53119  -1.82327
C  -2.30097  0.43606  -0.19104
C  -2.65440  -0.98427  -0.13548
C  -3.71898  -1.54796  -0.85642
C  -3.98007  -2.89321  -0.77506
C  -3.15843  -3.69055  0.02082
C  -2.13177  -3.06871  0.69924
N  -1.88277  -1.76495  0.63796
Si  -3.56910  1.47679  0.71350
C  -4.06242  0.57924  2.32819
C  -2.88725  3.20084  1.16366
C  -5.22763  1.82736  -0.19744
H  -0.03241  -0.16569  -3.30240
H  -1.46592  -1.17320  -3.19724
H  -0.38270  -1.07008  -1.83212
H  -2.63564  1.61962  -4.27796
H  -3.78078  2.17555  -3.07764
H  -3.77601  0.49611  -3.56818
H  -0.14940  2.64802  -2.67968
H  -0.19329  2.52342  -0.92700
H  -1.43667  3.40846  -1.77340
H  -4.32539  -0.89893  -1.46608
H  -4.81057  -3.32570  -1.32215
H  -3.31571  -4.75642  0.10301
H  -1.46042  -3.64149  1.32417
H  -3.19439  0.38245  2.95262
H  -4.51924  -0.37704  2.09275
H  -4.77657  1.15211  2.91257
H  -1.94665  3.14422  1.70010
H  -3.59241  3.73652  1.78910
H  -2.72413  3.79738  0.27420
H  -5.72428  0.90302  -0.47564
H  -5.05087  2.39012  -1.10869
H  -5.92357  2.40009  0.40972
O  1.16782  -0.07180  0.67366
S  1.60985  0.44560  -0.63957
C  2.63945  1.94614  -0.24200
C  3.71126  1.73707  0.76926
C  5.05029  1.89436  0.42468
C  6.04416  1.75553  1.37907
C  5.71151  1.43165  2.68291
C  4.38218  1.25758  3.02903
C  3.38685  1.41295  2.08226
C  3.01906  -0.66778  -1.16522
C  3.05122  -1.89842  -0.33281
C  3.97962  -2.02633  0.69256
C  4.04741  -3.19237  1.43464
C  3.17929  -4.23763  1.16803
C  2.22078  -4.10026  0.17682
C  2.15503  -2.93593  -0.56873
H  1.90494  2.67289  0.10521
H  3.03579  2.26527  -1.20444
H  5.31478  2.16318  -0.58857
H  7.07449  1.91674  1.10233
H  6.48528  1.33454  3.42960
H  4.11539  1.01953  4.04769
H  2.35127  1.28427  2.36126
H  3.95141  -0.11591  -1.09328
H  2.80164  -0.90035  -2.20754
H  4.66296  -1.21587  0.89864
H  4.78750  -3.28859  2.21631
H  3.25102  -5.15761  1.72893
H  1.53157  -4.90703  -0.02546
H  1.41814  -2.83753  -1.35091

Cartesian forces (eV/Å) of the 2 atoms listed first:
Li -0.502 -0.109 0.313
C -0.372 0.407 0.131